Here is a cluster of 2 separate species, C9H14O in total from the OMol25 dataset. Energies are from ωB97M-V/def2-TZVPD.

Last column: Löwdin charge in e.
Positions of all 24 atoms, in Å:
C (0.517, -0.524, -3.217)  -0.155
C (-0.795, 0.218, -3.410)  -0.151
H (1.321, 0.087, -3.624)  0.070
H (0.636, -0.808, -2.176)  0.045
H (0.570, -1.477, -3.745)  0.066
H (-0.875, 0.533, -4.448)  0.068
H (-0.853, 1.121, -2.795)  0.031
H (-1.713, -0.334, -3.201)  0.078
C (1.155, -1.239, 3.480)  -0.064
C (-1.454, 0.743, 1.563)  -0.017
C (-0.840, -0.041, 2.504)  -0.047
C (-0.789, 1.053, 0.380)  -0.329
C (0.490, -0.477, 2.381)  -0.289
C (0.518, 0.632, 0.217)  -0.032
C (1.123, -0.128, 1.209)  -0.055
O (-1.448, 1.824, -0.517)  0.041
H (-2.443, 1.138, 1.752)  0.118
H (-1.410, -0.312, 3.377)  0.109
H (-1.190, 1.737, -1.444)  0.056
H (1.043, 0.927, -0.683)  0.109
H (1.991, -1.843, 3.105)  0.074
H (0.523, -1.941, 4.017)  0.077
H (2.190, -0.313, 1.143)  0.114
H (1.736, -0.577, 4.130)  0.083

Total charge = 0
Molar mass = 138.21 g mol⁻¹
Maximum force = 0.031 Eh/bohr
LUMO = 0.964 eV
SMILES = Cc1ccc(O)cc1.CC
Energy above the lowest of the compared OMol25 structures with the same formula, charge and spin = 10.79 kcal/mol

Here is a cluster of 2 separate species, C9H14O in total from the OMol25 dataset. Energies are from ωB97M-V/def2-TZVPD.

Last column: Löwdin charge in e.
Positions of all 24 atoms, in Å:
C (0.801, -0.272, 2.507)  -0.175
C (-0.157, 0.784, 2.841)  -0.169
H (0.291, -1.200, 2.493)  0.048
H (1.360, -0.082, 1.534)  0.078
H (1.637, -0.409, 3.342)  0.104
H (-0.778, 0.675, 1.981)  0.042
H (0.238, 1.744, 3.020)  0.065
H (-0.769, 0.632, 3.628)  0.033
C (2.523, 0.526, -1.415)  -0.109
C (-0.512, -1.513, -0.626)  -0.023
C (-1.448, -0.346, -0.458)  -0.344
C (0.679, -1.222, -1.027)  -0.095
C (1.186, 0.108, -1.113)  -0.315
C (-0.984, 0.969, -0.749)  -0.045
C (0.317, 1.218, -1.195)  -0.046
O (-2.684, -0.604, -0.102)  0.053
H (-0.993, -2.402, -0.173)  0.131
H (1.420, -2.013, -1.212)  0.124
H (-1.787, 1.816, -0.556)  0.146
H (-3.038, 0.244, 0.235)  0.122
H (2.614, 0.935, -2.356)  0.038
H (3.297, -0.328, -1.499)  0.112
H (0.635, 2.217, -1.326)  0.102
H (2.905, 1.493, -0.878)  0.123

Total charge = 0
Molar mass = 138.21 g mol⁻¹
Maximum force = 0.158 Eh/bohr
LUMO = 0.828 eV
SMILES = Cc1ccc(O)cc1.CC
Energy above the lowest of the compared OMol25 structures with the same formula, charge and spin = 60.67 kcal/mol

Here is a cluster of 2 separate species, C9H14O in total from the OMol25 dataset. Energies are from ωB97M-V/def2-TZVPD.

Last column: Löwdin charge in e.
Positions of all 24 atoms, in Å:
C (-1.621, -1.214, -1.445)  -0.154
C (-0.891, -0.574, -2.660)  -0.145
H (-1.638, -0.659, -0.512)  0.036
H (-2.662, -1.451, -1.662)  0.056
H (-1.076, -2.131, -1.187)  0.064
H (-0.005, -1.139, -2.928)  0.061
H (-0.625, 0.427, -2.337)  0.035
H (-1.657, -0.533, -3.426)  0.056
C (-1.272, 1.625, 2.028)  -0.053
C (1.478, 0.600, -0.385)  -0.025
C (0.361, 1.211, 0.171)  -0.076
C (2.114, -0.362, 0.391)  -0.325
C (-0.237, 0.777, 1.343)  -0.312
C (1.490, -0.927, 1.487)  -0.009
C (0.367, -0.292, 1.995)  -0.045
O (3.311, -0.909, 0.021)  0.042
H (1.859, 0.901, -1.348)  0.114
H (-0.125, 2.015, -0.361)  0.115
H (3.740, -0.445, -0.709)  0.107
H (1.950, -1.719, 2.053)  0.116
H (-2.224, 1.646, 1.490)  0.076
H (-0.914, 2.650, 2.135)  0.083
H (-0.150, -0.645, 2.886)  0.112
H (-1.571, 1.146, 2.959)  0.072

Total charge = 0
Molar mass = 138.21 g mol⁻¹
Maximum force = 0.038 Eh/bohr
LUMO = 0.833 eV
SMILES = Cc1ccc(O)cc1.CC
Energy above the lowest of the compared OMol25 structures with the same formula, charge and spin = 13.34 kcal/mol

Here is a cluster of 2 separate species, C9H14O in total from the OMol25 dataset. Energies are from ωB97M-V/def2-TZVPD.

Last column: Löwdin charge in e.
Positions of all 24 atoms, in Å:
C (0.221, 0.437, 3.775)  -0.185
C (-0.486, 1.633, 3.183)  -0.176
H (-0.327, -0.143, 4.545)  0.075
H (0.374, -0.307, 3.048)  0.019
H (1.183, 0.701, 4.231)  0.070
H (-0.114, 2.414, 3.920)  0.086
H (-1.559, 1.688, 3.267)  0.057
H (-0.142, 1.674, 2.150)  0.037
C (-0.884, 2.439, -0.971)  -0.064
C (0.530, -1.595, -1.100)  -0.348
C (0.641, -0.825, -2.224)  -0.064
C (-0.050, -1.248, 0.141)  -0.024
C (0.217, 0.436, -2.202)  -0.072
C (-0.558, 0.004, 0.008)  -0.079
C (-0.399, 0.995, -1.060)  -0.218
O (0.950, -2.882, -1.183)  0.028
H (0.816, -1.460, -3.152)  0.146
H (1.232, -3.173, -2.067)  0.107
H (-0.398, -2.045, 0.940)  0.167
H (0.282, 1.109, -2.986)  0.091
H (-1.229, 0.324, 0.957)  0.135
H (-1.756, 2.562, -0.276)  0.087
H (-1.120, 2.967, -1.933)  0.090
H (-0.237, 3.082, -0.483)  0.034

Total charge = 0
Molar mass = 138.21 g mol⁻¹
Maximum force = 0.116 Eh/bohr
LUMO = 0.871 eV
SMILES = Cc1ccc(O)cc1.CC
Energy above the lowest of the compared OMol25 structures with the same formula, charge and spin = 49.93 kcal/mol

Here is a cluster of 2 separate species, C9H14O in total from the OMol25 dataset. Energies are from ωB97M-V/def2-TZVPD.

Last column: Löwdin charge in e.
Positions of all 24 atoms, in Å:
C (-1.616, -0.091, 2.189)  -0.082
C (-0.944, -1.075, -1.500)  -0.023
C (-1.304, -0.357, -0.332)  -0.070
C (-0.209, -2.245, -1.253)  -0.312
C (-1.153, -0.830, 1.004)  -0.318
C (-0.086, -2.788, 0.076)  -0.008
C (-0.666, -2.192, 1.276)  -0.002
O (0.683, -2.785, -2.185)  -0.007
H (-1.216, -0.686, -2.502)  0.118
H (-1.776, 0.627, -0.378)  0.103
H (0.365, -2.698, -3.124)  0.125
H (0.405, -3.749, 0.107)  0.096
H (-1.997, 0.858, 2.010)  0.042
H (-0.719, 0.022, 2.844)  0.091
H (-0.389, -2.535, 2.285)  0.110
H (-2.380, -0.909, 2.617)  0.136
C (0.964, 2.575, 0.122)  -0.114
C (2.147, 2.770, -0.920)  -0.138
H (0.652, 3.421, 0.666)  0.052
H (0.278, 1.917, -0.354)  0.028
H (1.307, 2.044, 0.923)  0.021
H (3.117, 3.092, -0.401)  0.078
H (2.130, 3.624, -1.634)  0.059
H (2.408, 1.989, -1.537)  0.015

Total charge = 0
Molar mass = 138.21 g mol⁻¹
Maximum force = 0.099 Eh/bohr
LUMO = 0.846 eV
SMILES = Cc1ccc(O)cc1.CC
Energy above the lowest of the compared OMol25 structures with the same formula, charge and spin = 53.13 kcal/mol

Here is a cluster of 2 separate species, C9H14O in total from the OMol25 dataset. Energies are from ωB97M-V/def2-TZVPD.

Last column: Löwdin charge in e.
Positions of all 24 atoms, in Å:
C (1.354, -0.830, -2.583)  -0.045
C (-0.896, 1.900, -1.311)  -0.060
C (-0.023, 2.966, -0.888)  -0.048
C (-0.409, 0.623, -1.711)  -0.071
C (0.925, 0.433, -1.832)  -0.297
C (1.363, 2.639, -1.016)  -0.088
C (1.849, 1.408, -1.408)  -0.045
H (-1.912, 2.253, -1.272)  0.085
H (-0.407, 3.861, -0.477)  0.080
H (-1.157, -0.088, -1.906)  0.096
H (2.021, 3.306, -0.631)  0.059
H (2.528, -0.893, -2.387)  0.117
H (1.094, -0.973, -3.667)  0.097
H (2.894, 1.200, -1.539)  0.101
H (0.931, -1.589, -2.062)  0.018
C (-0.873, -2.122, 3.239)  -0.397
C (-1.115, -1.692, 1.867)  -0.109
O (-1.714, -1.569, 4.196)  -0.085
H (-1.125, -3.219, 3.436)  0.131
H (0.151, -2.170, 3.636)  0.111
H (-0.596, -0.798, 1.546)  0.064
H (-1.723, -0.597, 4.045)  0.101
H (-2.125, -1.459, 1.661)  0.052
H (-1.035, -2.590, 1.066)  0.131

Total charge = 0
Molar mass = 138.21 g mol⁻¹
Maximum force = 0.096 Eh/bohr
LUMO = 0.818 eV
SMILES = Cc1ccccc1.CCO
Energy above the lowest of the compared OMol25 structures with the same formula, charge and spin = 49.72 kcal/mol

Record order is preserved below.
DFT total energy: -426.55559; -426.47610; -426.55153; -426.49321; -426.48812; -426.49355 hartree
Record order is preserved below.
HOMO energy: -8.32; -7.81; -8.39; -8.16; -8.17; -9.06 eV